C3H5NO3S | ωB97M-V with the def2-TZVPD basis set

Each line ends with the natural charge from an NBO analysis.
Geometry (Å):
C: -1.0282 0.8287 -1.0654  0.74
C: 0.9964 -0.1184 1.1542  -0.36
C: -0.5684 -0.5062 -0.4622  0.12
N: 0.7659 -0.6022 -0.2331  -0.64
O: -0.0252 1.6437 -1.5463  -0.68
O: -2.1367 1.2090 -1.2228  -0.52
O: -1.3463 -0.5436 1.0191  -0.71
S: -0.2863 -1.0859 2.1576  0.49
H: 2.1354 -0.1083 1.4523  0.24
H: 0.6029 0.8167 1.2115  0.20
H: -1.0802 -1.2972 -0.9918  0.24
H: 0.8504 1.3377 -1.2260  0.49
H: 1.1202 -1.5740 -0.2472  0.40

- Molecular weight: 135.14 g/mol
- E_HOMO: -8.909 eV
- Energy relative to the best compared isomer or geometry (same formula, charge and spin): 49.2 kcal per mole
- LUMO level: 0.38 eV
- Multiplicity: 1
- Total charge: 0
- SMILES string: O=C(O)[C@H]1NCSO1